[1]
Below is a 7-piece molecular cluster, C56H81N9O7 overall at a distorted geometry, with properties calculated with ωB97M-V/def2-TZVPD.

For the largest force on an atom, the calculation gives 0.135 Eh/bohr. As for the total charge: +5. Its spin multiplicity is 2. The value obtained for the HOMO energy (spin up / spin down) is -16.04 / -16.99 eV.

Positions of all 153 atoms, in Å:
N: -13.371 2.283 -21.287
O: -12.797 3.295 -21.418
O: -12.733 1.246 -21.286
O: -14.543 2.266 -21.144
C: -9.443 0.103 -21.042
C: -9.596 -0.444 -22.475
C: -10.303 -1.792 -22.386
C: -10.936 -2.194 -23.705
C: -11.995 -1.212 -24.216
C: -11.403 0.161 -24.507
N: -10.443 0.565 -23.308
O: -9.927 1.887 -23.257
C: -12.476 1.250 -24.679
C: -10.569 0.256 -25.822
C: -8.320 -0.644 -23.260
H: -8.610 0.790 -20.899
H: -9.338 -0.525 -20.158
H: -10.359 0.662 -20.850
H: -11.099 -1.867 -21.645
H: -9.446 -2.389 -22.077
H: -11.389 -3.182 -23.618
H: -10.243 -2.320 -24.537
H: -12.724 -1.227 -23.406
H: -12.485 -1.648 -25.087
H: -13.030 1.111 -25.607
H: -12.067 2.260 -24.676
H: -13.253 1.114 -23.927
H: -10.124 1.234 -26.003
H: -11.141 0.096 -26.736
H: -9.810 -0.527 -25.841
H: -7.841 0.312 -23.470
H: -8.514 -0.995 -24.273
H: -7.789 -1.386 -22.664
C: -7.967 9.319 -22.331
C: -7.659 7.836 -21.928
C: -6.925 8.020 -20.592
C: -6.780 6.712 -19.723
C: -8.218 6.217 -19.445
C: -9.105 5.957 -20.658
N: -9.020 7.180 -21.571
O: -10.132 7.529 -22.430
C: -10.498 5.741 -20.172
C: -8.678 4.717 -21.455
C: -6.671 7.150 -22.880
H: -8.572 9.313 -23.237
H: -7.060 9.922 -22.364
H: -8.603 9.797 -21.586
H: -7.440 8.742 -19.959
H: -5.905 8.392 -20.694
H: -6.287 6.865 -18.763
H: -6.310 5.943 -20.337
H: -8.701 6.916 -18.762
H: -8.145 5.317 -18.835
H: -11.233 5.344 -20.872
H: -10.839 6.636 -19.652
H: -10.517 4.924 -19.451
H: -9.423 3.936 -21.302
H: -7.667 4.372 -21.241
H: -8.712 4.964 -22.516
H: -6.362 6.177 -22.499
H: -5.854 7.857 -23.018
H: -7.145 6.868 -23.820
C: -12.591 6.004 -23.365
N: -13.640 5.289 -24.115
C: -14.776 4.769 -23.441
C: -15.750 4.131 -24.184
C: -15.603 3.979 -25.580
C: -14.366 4.344 -26.083
C: -13.380 4.975 -25.337
C: -16.577 3.263 -26.411
C: -16.731 3.716 -27.724
C: -17.776 3.184 -28.419
N: -18.639 2.216 -27.926
C: -18.418 1.711 -26.680
C: -17.335 2.219 -25.905
C: -19.782 1.769 -28.726
H: -11.954 5.269 -22.873
H: -13.111 6.663 -22.669
H: -12.056 6.676 -24.036
H: -14.842 4.836 -22.365
H: -16.525 3.734 -23.546
H: -14.136 4.099 -27.110
H: -12.410 5.227 -25.741
H: -16.115 4.475 -28.182
H: -17.965 3.531 -29.425
H: -19.058 1.000 -26.178
H: -17.098 1.786 -24.944
H: -20.493 1.492 -27.948
H: -19.558 0.891 -29.332
H: -20.192 2.542 -29.376
C: -15.758 2.585 -17.938
N: -14.489 2.953 -17.282
C: -14.631 3.609 -16.103
C: -13.499 4.178 -15.551
C: -12.193 4.082 -16.075
C: -12.066 3.306 -17.237
C: -13.260 2.807 -17.905
C: -11.027 4.659 -15.325
C: -9.694 4.098 -15.364
C: -8.559 4.686 -14.688
N: -8.809 5.789 -13.872
C: -10.138 6.304 -13.732
C: -11.185 5.766 -14.445
C: -7.737 6.350 -13.018
H: -16.499 2.174 -17.253
H: -15.538 1.743 -18.594
H: -16.140 3.294 -18.673
H: -15.602 3.727 -15.647
H: -13.616 4.735 -14.634
H: -11.084 3.449 -17.665
H: -13.216 2.284 -18.849
H: -9.513 3.180 -15.902
H: -7.641 4.141 -14.524
H: -10.215 7.072 -12.976
H: -12.138 6.266 -14.532
H: -7.663 5.937 -12.012
H: -7.839 7.435 -12.991
H: -6.742 6.173 -13.427
C: -10.113 -7.833 -20.569
N: -10.972 -6.669 -20.798
C: -10.607 -5.442 -20.376
C: -11.485 -4.369 -20.631
C: -12.705 -4.488 -21.352
C: -13.011 -5.794 -21.811
C: -12.098 -6.845 -21.557
C: -13.723 -3.450 -21.608
C: -13.790 -2.304 -20.772
C: -14.604 -1.231 -21.038
N: -15.525 -1.321 -22.007
C: -15.667 -2.436 -22.798
C: -14.734 -3.466 -22.617
C: -16.500 -0.164 -22.289
H: -9.039 -7.648 -20.548
H: -10.247 -8.698 -21.218
H: -10.362 -8.262 -19.598
H: -9.655 -5.294 -19.888
H: -11.133 -3.400 -20.310
H: -13.815 -5.940 -22.517
H: -12.217 -7.859 -21.907
H: -13.293 -2.208 -19.818
H: -14.775 -0.374 -20.403
H: -16.534 -2.373 -23.439
H: -14.790 -4.291 -23.313
H: -16.845 0.438 -21.447
H: -17.382 -0.543 -22.805
H: -15.821 0.361 -22.961
C: -14.450 5.717 -19.021
C: -13.941 6.970 -19.689
O: -14.478 7.208 -20.761
O: -13.073 7.661 -19.145
H: -15.450 5.829 -18.603
H: -13.921 5.368 -18.134
H: -14.411 4.949 -19.794

=====

[2]
Below is C56H83AlF17N12S3 as an isolated structure at a distorted geometry, with properties calculated with ωB97M-V/def2-TZVPD.

For the largest force on an atom, the calculation gives 0.027 Eh/bohr. As for the total charge: -1. The value obtained for the HOMO energy is -5.10 eV.

Positions of all 172 atoms, in Å:
C: 2.368 -0.761 2.249
C: 2.294 0.730 2.079
N: 3.282 1.425 2.526
C: 1.086 1.271 1.429
Al: 0.802 0.908 -0.572
S: 1.013 -1.324 -1.125
C: -1.091 1.509 -0.980
C: -2.058 1.420 0.202
C: -2.327 -0.041 0.599
S: -3.962 -0.505 -0.046
C: -3.737 -2.235 -0.177
S: -3.061 -3.172 0.952
N: -4.185 -2.741 -1.408
C: -5.382 -2.455 -2.045
C: -5.373 -3.216 -3.206
N: -4.192 -3.921 -3.310
C: -3.504 -3.622 -2.232
C: 2.088 2.000 -1.674
C: 3.082 1.227 -2.575
C: 4.331 0.849 -1.840
F: 5.054 1.950 -1.457
F: 4.087 0.136 -0.704
C: 5.276 -0.089 -2.689
F: 5.074 0.175 -4.012
F: 4.916 -1.375 -2.457
C: 6.842 -0.053 -2.558
F: 7.255 1.224 -2.730
F: 7.350 -0.780 -3.587
C: 7.575 -0.573 -1.261
F: 7.092 0.097 -0.171
F: 8.879 -0.187 -1.443
C: 7.597 -2.138 -0.960
F: 8.891 -2.494 -0.763
F: 7.144 -2.817 -2.031
C: 6.826 -2.575 0.329
F: 7.563 -2.148 1.380
F: 5.613 -2.021 0.394
C: 6.641 -4.129 0.459
F: 7.668 -4.770 -0.131
F: 6.657 -4.424 1.777
C: 5.287 -4.675 -0.118
F: 4.911 -3.999 -1.197
F: 4.332 -4.585 0.800
F: 5.453 -5.952 -0.458
H: 2.595 -1.245 1.300
H: 1.417 -1.162 2.602
H: 3.144 -1.001 2.977
H: 3.090 2.413 2.347
H: 1.088 2.357 1.574
H: 0.215 0.863 1.953
H: 0.375 -1.900 -0.107
H: -1.049 2.551 -1.315
H: -1.483 0.879 -1.785
H: -1.683 1.955 1.078
H: -3.018 1.893 -0.045
H: -2.325 -0.194 1.677
H: -1.602 -0.715 0.148
H: -6.129 -1.779 -1.659
H: -6.155 -3.269 -3.946
H: -2.518 -3.981 -1.975
H: 2.635 2.716 -1.057
H: 1.461 2.595 -2.346
H: 3.399 1.809 -3.445
H: 2.615 0.307 -2.939
C: 4.265 2.955 7.976
C: 4.345 2.772 6.467
C: 3.294 3.587 5.707
C: 1.941 3.206 6.100
N: 0.885 2.908 6.407
H: 3.301 2.615 8.364
H: 5.049 2.383 8.472
H: 4.391 4.004 8.254
H: 4.220 1.719 6.208
H: 5.327 3.071 6.116
H: 3.405 3.422 4.634
H: 3.407 4.655 5.906
C: 6.035 2.309 -9.171
C: 6.779 2.291 -7.842
C: 6.193 1.285 -6.844
C: 4.805 1.586 -6.516
N: 3.722 1.852 -6.279
H: 4.996 2.611 -9.033
H: 6.498 3.011 -9.864
H: 6.041 1.322 -9.638
H: 6.763 3.286 -7.394
H: 7.827 2.032 -8.006
H: 6.761 1.283 -5.912
H: 6.232 0.273 -7.252
C: -3.898 -0.511 -6.085
C: -4.969 0.416 -6.655
C: -5.917 0.951 -5.578
C: -6.607 -0.128 -4.884
N: -7.133 -0.955 -4.303
H: -4.333 -1.401 -5.627
H: -3.222 -0.844 -6.872
H: -3.302 -0.006 -5.323
H: -5.550 -0.110 -7.414
H: -4.503 1.267 -7.147
H: -6.661 1.618 -6.014
H: -5.355 1.515 -4.829
C: -9.600 -3.489 -3.394
C: -9.501 -4.308 -2.114
C: -10.018 -3.552 -0.885
C: -9.268 -2.324 -0.636
N: -8.675 -1.370 -0.443
H: -8.984 -2.591 -3.328
H: -9.237 -4.068 -4.243
H: -10.630 -3.192 -3.603
H: -8.461 -4.592 -1.941
H: -10.075 -5.232 -2.212
H: -9.943 -4.174 0.008
H: -11.070 -3.286 -1.021
C: 1.726 -2.104 8.354
C: 1.257 -0.768 7.791
C: 0.075 -0.898 6.827
C: 0.415 -1.718 5.669
N: 0.699 -2.344 4.761
H: 2.087 -2.760 7.560
H: 2.547 -1.956 9.058
H: 0.920 -2.614 8.883
H: 2.086 -0.277 7.276
H: 0.957 -0.117 8.609
H: -0.231 0.087 6.472
H: -0.779 -1.356 7.331
C: -12.821 -4.542 2.028
C: -13.595 -3.281 1.669
C: -14.788 -3.561 0.747
C: -14.359 -4.151 -0.518
N: -14.003 -4.587 -1.508
H: -12.403 -5.011 1.136
H: -11.994 -4.303 2.696
H: -13.454 -5.275 2.531
H: -12.932 -2.565 1.179
H: -13.965 -2.799 2.575
H: -15.330 -2.643 0.521
H: -15.487 -4.251 1.225
C: 9.841 1.108 1.560
C: 9.566 2.494 0.995
C: 10.666 3.518 1.313
C: 10.868 3.740 2.740
N: 11.034 3.911 3.854
H: 9.866 1.113 2.651
H: 9.058 0.423 1.251
H: 10.795 0.715 1.198
H: 8.606 2.854 1.368
H: 9.481 2.436 -0.091
H: 10.432 4.485 0.864
H: 11.621 3.185 0.899
C: -0.166 2.725 12.163
C: 0.839 1.792 12.826
C: 1.438 0.778 11.844
C: 0.420 -0.083 11.252
N: -0.363 -0.748 10.759
H: -1.018 2.171 11.767
H: -0.547 3.453 12.880
H: 0.290 3.274 11.338
H: 0.363 1.254 13.648
H: 1.658 2.371 13.255
H: 2.169 0.138 12.339
H: 1.949 1.296 11.029
C: -2.629 3.468 -10.098
C: -3.709 4.375 -10.675
C: -4.703 4.861 -9.612
C: -5.404 3.751 -8.976
N: -5.954 2.881 -8.488
H: -3.061 2.561 -9.674
H: -1.924 3.168 -10.872
H: -2.068 3.973 -9.311
H: -4.256 3.851 -11.460
H: -3.252 5.252 -11.135
H: -5.452 5.522 -10.050
H: -4.182 5.420 -8.832

=====

[3]
Below is a 6-piece molecular cluster, C56H87N8O overall at a distorted geometry, with properties calculated with ωB97M-V/def2-TZVPD.

For the largest force on an atom, the calculation gives 0.076 Eh/bohr. As for the total charge: +8. Its spin multiplicity is 2. The value obtained for the HOMO energy (spin up / spin down) is -25.08 / -25.08 eV.

Positions of all 152 atoms, in Å:
C: -0.406 -0.876 -2.105
C: 0.019 0.102 -1.006
O: -1.044 0.472 -0.184
H: -0.746 -1.880 -1.852
H: 0.504 -1.044 -2.681
H: -1.215 -0.606 -2.784
H: 0.457 0.946 -1.539
H: 0.869 -0.443 -0.595
C: -8.879 7.388 3.027
N: -7.687 6.832 2.345
C: -6.696 7.764 2.021
C: -5.623 7.333 1.375
C: -5.303 5.996 1.115
C: -6.362 5.106 1.393
C: -7.530 5.522 2.086
C: -3.929 5.441 0.801
C: -2.978 6.217 0.148
C: -1.708 5.667 0.021
N: -1.458 4.383 0.316
C: -2.295 3.648 1.012
C: -3.527 4.173 1.311
C: -0.151 3.768 -0.027
H: -9.106 8.180 2.313
H: -8.674 7.669 4.060
H: -9.618 6.599 2.888
H: -6.921 8.790 2.273
H: -4.906 8.074 1.052
H: -6.185 4.073 1.132
H: -8.239 4.800 2.465
H: -3.208 7.186 -0.271
H: -0.972 6.124 -0.624
H: -2.051 2.629 1.275
H: -4.204 3.594 1.921
H: 0.706 4.409 0.179
H: -0.220 3.410 -1.054
H: -0.021 2.817 0.489
C: -0.999 -2.835 -4.910
N: 0.412 -3.327 -4.918
C: 1.257 -2.854 -5.804
C: 2.582 -3.292 -5.817
C: 3.029 -4.235 -4.816
C: 2.073 -4.694 -3.872
C: 0.773 -4.216 -3.919
C: 4.527 -4.728 -4.762
C: 4.900 -6.078 -4.430
C: 6.289 -6.396 -4.310
N: 7.282 -5.478 -4.601
C: 6.904 -4.183 -4.922
C: 5.542 -3.866 -4.992
C: 8.788 -5.917 -4.505
H: -1.486 -3.193 -4.003
H: -1.533 -3.351 -5.708
H: -1.106 -1.780 -5.162
H: 0.861 -2.145 -6.517
H: 3.216 -3.090 -6.667
H: 2.387 -5.567 -3.319
H: -0.057 -4.765 -3.497
H: 4.192 -6.871 -4.235
H: 6.528 -7.419 -4.058
H: 7.574 -3.345 -5.050
H: 5.156 -2.869 -5.142
H: 8.994 -6.351 -5.483
H: 8.842 -6.680 -3.729
H: 9.329 -5.011 -4.231
C: -1.716 -1.791 2.151
N: -0.956 -0.998 3.109
C: -0.792 0.336 2.991
C: 0.041 0.960 3.897
C: 0.707 0.255 4.919
C: 0.395 -1.053 5.026
C: -0.307 -1.698 4.060
C: 1.529 0.958 5.906
C: 2.663 0.403 6.402
C: 3.450 1.083 7.271
N: 3.192 2.415 7.525
C: 1.986 2.980 7.236
C: 1.135 2.249 6.334
C: 4.282 3.152 8.073
H: -2.249 -2.606 2.641
H: -1.063 -2.169 1.365
H: -2.330 -1.039 1.655
H: -1.328 0.855 2.210
H: 0.188 2.026 3.809
H: 0.773 -1.681 5.819
H: -0.452 -2.766 4.130
H: 3.087 -0.556 6.143
H: 4.402 0.646 7.536
H: 1.729 4.014 7.413
H: 0.201 2.729 6.080
H: 4.669 2.654 8.962
H: 4.043 4.195 8.283
H: 5.127 3.093 7.387
C: -5.176 -0.624 0.612
C: -4.504 0.663 0.129
C: -4.194 0.411 -1.379
N: -4.367 1.643 -2.358
C: -3.785 1.221 -3.729
C: -4.804 0.258 -4.361
C: -6.242 0.694 -4.371
C: -6.715 1.191 -3.005
C: -5.826 2.177 -2.344
C: -3.394 2.766 -1.849
H: -5.132 -0.720 1.696
H: -4.763 -1.514 0.137
H: -6.230 -0.572 0.336
H: -3.575 0.591 0.695
H: -5.089 1.459 0.590
H: -4.879 -0.331 -1.787
H: -3.186 0.038 -1.563
H: -2.740 0.910 -3.723
H: -3.697 2.163 -4.270
H: -4.777 -0.770 -4.000
H: -4.610 0.142 -5.428
H: -6.938 -0.021 -4.809
H: -6.449 1.576 -4.977
H: -6.928 0.397 -2.290
H: -7.658 1.726 -3.117
H: -6.210 2.559 -1.399
H: -5.665 3.044 -2.985
H: -3.999 3.091 -1.002
H: -3.201 3.601 -2.523
H: -2.580 2.206 -1.388
C: 6.063 0.337 2.472
C: 5.038 -0.353 1.501
C: 5.257 -1.890 1.617
N: 3.976 -2.780 1.143
C: 4.397 -4.192 1.507
C: 5.435 -4.848 0.542
C: 4.809 -4.861 -0.892
C: 4.424 -3.404 -1.314
C: 3.608 -2.578 -0.335
C: 2.717 -2.502 2.007
H: 5.854 1.404 2.402
H: 7.117 0.163 2.254
H: 5.948 0.114 3.533
H: 5.151 -0.143 0.438
H: 4.049 -0.025 1.820
H: 5.494 -2.179 2.641
H: 6.164 -2.183 1.088
H: 4.690 -4.082 2.551
H: 3.453 -4.738 1.499
H: 6.456 -4.562 0.797
H: 5.511 -5.899 0.822
H: 5.545 -5.326 -1.548
H: 3.963 -5.541 -0.994
H: 5.365 -2.980 -1.666
H: 3.918 -3.631 -2.252
H: 3.505 -1.512 -0.536
H: 2.582 -2.937 -0.415
H: 1.987 -3.207 1.611
H: 2.478 -1.447 1.871
H: 3.014 -2.570 3.054